1.
Below is an isolated molecule of C27H30N4O4 in a non-equilibrium geometry, with properties calculated with ωB97M-V with the def2-TZVPD basis set.

As for the LUMO energy: 0.006 eV. The HOMO-LUMO gap is 7.9 eV. As for the relative energy (zero: lowest compared OMol25 entry of this formula, charge and spin): 83.0 kcal per mole. For the strongest force on any atom, the calculation gives 1.36 eV/Å. As for the structure (SMILES): NC(=O)C[C@@H](NC(=O)Cc1cccc2ccccc12)c1ccc(N2CCCCCC2)c([N+](=O)[O-])c1.

Structure (XYZ):
```
65
Properties=species:S:1:pos:R:3:forces:R:3:mulliken_charge:R:1
N 0.31389 1.97073 -1.76312 0.1 -0.1 -0.6 -0.20
C 0.15270 2.53560 -0.56008 -0.5 0.1 -0.1 0.20
O 0.98507 3.23916 -0.02402 0.2 0.3 0.3 -0.66
C -1.19571 2.21600 0.09072 0.1 0.2 0.0 -0.82
H -1.98455 2.30391 -0.65382 -0.1 0.0 0.0 0.41
H -1.36416 2.95982 0.86881 0.1 0.0 -0.1 0.39
C -1.22850 0.79693 0.71799 0.2 0.0 -0.1 -0.33
N -2.18658 -0.09117 0.07662 0.0 -0.1 0.3 0.09
C -2.41805 -0.28714 -1.23488 -0.3 -0.3 0.3 0.59
O -1.88985 0.32770 -2.14342 0.2 0.2 -0.4 -0.81
C -3.43292 -1.39400 -1.50746 0.0 0.1 -0.1 -1.51
C -4.51981 -1.47906 -0.47514 0.0 -0.4 0.1 0.20
C -4.63544 -2.59494 0.31619 0.2 0.2 -0.3 -0.29
C -5.63763 -2.69842 1.29160 -0.3 0.1 0.2 -0.83
C -6.52199 -1.67509 1.47674 0.1 -0.3 0.1 -0.79
C -6.43813 -0.50447 0.69366 0.2 0.1 -0.2 0.88
C -7.33878 0.56561 0.87695 -0.1 0.2 0.0 -0.84
C -7.24498 1.69883 0.12016 -0.2 -0.1 0.2 -0.51
C -6.24406 1.80907 -0.85596 0.2 0.0 -0.2 -0.86
C -5.35750 0.78856 -1.06097 0.0 0.1 -0.1 -0.70
C -5.42503 -0.39657 -0.29679 -0.3 -0.1 0.2 1.28
H -4.59598 0.89287 -1.81784 0.1 0.0 -0.1 0.44
H -6.17869 2.70931 -1.44904 0.0 0.1 -0.1 0.42
H -7.93826 2.51393 0.26613 -0.1 0.0 0.0 0.40
H -8.10651 0.46910 1.63142 -0.1 0.0 0.1 0.38
H -7.29847 -1.74471 2.22460 -0.1 0.0 0.1 0.40
H -5.70041 -3.59487 1.89029 0.0 -0.1 0.1 0.40
H -3.94803 -3.41909 0.18448 0.1 0.0 -0.1 0.39
H -2.87653 -2.33495 -1.54126 0.0 0.0 0.0 0.41
H -3.84631 -1.22531 -2.50409 0.1 0.0 0.0 0.37
H -2.67504 -0.71433 0.70279 0.0 0.0 -0.1 0.37
C 0.16679 0.21015 0.76510 0.0 -0.3 0.3 0.34
C 0.58064 -0.81563 -0.04576 0.1 0.0 0.1 -1.02
C 1.89998 -1.28346 -0.01364 -0.3 1.2 0.6 -0.27
C 2.89480 -0.61401 0.74448 -0.3 -0.1 -0.2 1.40
N 4.22383 -0.80227 0.55835 0.1 -0.1 0.0 0.30
C 4.73639 -1.37017 -0.66760 0.4 -0.5 -0.3 -0.81
H 3.99460 -1.18173 -1.45277 0.1 0.0 0.1 0.53
C 6.07276 -0.78999 -1.13205 -0.3 0.2 0.0 -0.89
H 6.21918 -1.15634 -2.15020 0.0 -0.1 0.0 0.44
C 6.12904 0.73926 -1.12825 0.3 -0.1 0.0 -0.59
H 5.14556 1.14695 -1.36987 -0.1 0.1 -0.1 0.32
H 6.82168 1.06593 -1.90650 -0.1 0.0 0.0 0.34
C 6.60716 1.30991 0.20514 -0.3 0.1 -0.1 -0.89
C 5.59083 1.13203 1.32796 0.2 -0.2 0.0 -0.45
H 4.70393 1.72513 1.09981 0.0 0.0 0.1 0.43
H 6.01977 1.51052 2.25791 0.0 0.1 0.1 0.34
C 5.17782 -0.33183 1.53729 0.0 0.4 0.3 -1.42
H 4.74304 -0.45800 2.53207 0.1 -0.1 -0.1 0.59
H 6.05793 -0.97557 1.48849 0.0 0.0 0.1 0.58
H 6.80673 2.37665 0.08520 0.1 0.0 0.0 0.37
H 7.54869 0.82881 0.48227 0.1 0.0 0.0 0.32
H 6.89593 -1.18519 -0.53492 0.1 -0.1 0.0 0.43
H 4.83886 -2.46159 -0.56924 0.0 0.3 -0.2 0.20
C 2.40566 0.34274 1.66410 0.0 -0.1 0.1 -0.52
C 1.09444 0.73455 1.67464 -0.1 -0.2 -0.2 -1.19
H 0.77840 1.49402 2.37262 0.0 0.1 0.1 0.38
H 3.07910 0.81507 2.35768 0.1 0.1 0.0 0.39
N 2.10969 -2.53872 -0.63856 0.2 -1.0 -0.2 1.12
O 2.96288 -3.28010 -0.16677 -0.3 -0.1 0.0 -0.63
O 1.37843 -2.86004 -1.56331 0.0 0.0 -0.1 -0.70
H -0.10111 -1.32608 -0.70878 0.0 0.0 0.0 0.63
H -1.58271 0.89751 1.75082 0.0 0.0 -0.2 0.48
H 1.17698 2.10538 -2.26153 0.0 0.0 0.1 0.22
H -0.40140 1.35309 -2.13541 0.1 0.1 0.1 0.35
```
Forces are in eV/Å.

=====

2.
Below is an isolated molecule of C27H30N6O3 in a non-equilibrium geometry, with properties calculated with ωB97M-V with the def2-TZVPD basis set.

As for the LUMO energy: -0.589 eV. The HOMO-LUMO gap is 7.4 eV. As for the relative energy (zero: lowest compared OMol25 entry of this formula, charge and spin): 2.0 kcal per mole. For the strongest force on any atom, the calculation gives 1.06 eV/Å. As for the structure (SMILES): [H]/N=c1/c(C(=O)NCCc2ccccc2)cc2c(=O)n3cc(C)ccc3nc2n1CCN1CCOCC1.

Structure (XYZ):
```
66
Properties=species:S:1:pos:R:3:forces:R:3:mulliken_charge:R:1
C -5.18221 4.13316 -2.89154 0.0 0.0 0.0 -1.54
C -3.96863 3.56491 -2.23077 0.1 -0.5 0.0 0.81
C -3.75091 2.22492 -2.16052 -0.7 0.5 -0.4 -0.52
N -2.65117 1.69280 -1.56090 0.5 0.3 0.3 0.07
C -1.69533 2.49653 -0.98446 -0.1 -0.2 -0.1 0.23
N -0.62105 2.02811 -0.39627 0.4 0.0 0.2 -0.29
C -0.43191 0.69877 -0.35672 -0.9 0.0 -0.5 0.47
N 0.69583 0.25274 0.25575 0.0 -0.1 0.1 0.47
C 1.08816 -1.09723 0.24885 -0.1 0.2 -0.1 0.76
N 2.23004 -1.49410 0.65686 0.7 0.1 0.3 -0.80
H 2.87353 -0.78416 0.98105 -0.2 0.2 -0.1 0.21
C 0.10259 -2.04180 -0.24869 -0.8 0.1 -0.2 0.41
C -1.05618 -1.59409 -0.79760 0.4 -0.2 0.1 -1.05
C -1.33861 -0.21234 -0.91005 0.2 0.3 0.1 1.01
C -2.52694 0.25505 -1.55422 0.2 -0.3 0.1 -0.23
O -3.39737 -0.40796 -2.07474 0.0 0.0 0.0 -0.69
H -1.77902 -2.30848 -1.16314 0.0 -0.1 0.0 0.63
C 0.25412 -3.53171 -0.14425 0.2 -0.1 -0.2 0.17
O -0.69739 -4.26377 -0.35726 -0.3 -0.1 0.0 -0.73
N 1.49089 -3.97737 0.14821 0.3 -0.1 0.0 -0.17
C 1.70200 -5.32889 0.59536 0.0 -0.3 0.0 -0.98
H 0.86802 -5.92665 0.21955 0.2 0.0 0.0 0.47
H 2.64037 -5.70630 0.17868 -0.1 0.0 0.0 0.37
C 1.74101 -5.39886 2.13537 -0.1 0.1 -0.3 -1.12
C 0.47599 -4.80852 2.68711 0.1 -0.1 0.2 0.64
C 0.40014 -3.44838 2.95923 0.0 0.0 0.1 -0.21
C -0.79124 -2.87728 3.36895 0.0 0.1 0.0 -0.60
C -1.92136 -3.66136 3.51757 -0.1 0.1 0.0 -0.49
C -1.85231 -5.01933 3.25836 -0.1 -0.1 0.0 -0.57
C -0.66250 -5.58735 2.84242 0.0 0.0 0.0 -0.37
H -0.61780 -6.64504 2.62542 0.0 -0.1 0.0 0.39
H -2.73248 -5.63549 3.37014 -0.1 -0.1 0.0 0.38
H -2.85417 -3.21527 3.83072 -0.1 0.0 0.0 0.39
H -0.83861 -1.81506 3.56632 0.0 0.1 0.0 0.41
H 1.27901 -2.83045 2.83889 0.1 0.0 0.0 0.36
H 2.60644 -4.83756 2.49410 0.0 -0.1 0.1 0.36
H 1.84743 -6.44159 2.43793 0.1 0.0 0.0 0.45
H 2.16057 -3.25616 0.41808 -0.1 0.0 -0.1 0.37
C 1.54676 1.25735 0.86449 0.4 0.4 0.0 -2.84
H 0.89526 2.04342 1.24629 0.2 -0.1 0.0 0.43
H 2.09023 0.82582 1.70703 -0.1 0.0 -0.1 0.59
C 2.52367 1.86603 -0.15514 -0.2 -0.1 0.2 0.49
N 3.19425 3.00570 0.44036 0.0 -0.2 0.1 0.01
C 4.55002 3.24480 -0.02565 0.1 0.2 -0.3 -0.80
H 5.10353 2.30462 -0.03553 0.0 0.0 0.0 0.44
C 4.58599 3.89847 -1.41258 0.2 -0.2 0.2 -0.44
O 3.86094 5.11025 -1.41595 0.0 0.1 0.1 -0.43
C 2.52069 4.90128 -1.02418 -0.2 -0.1 0.2 -0.50
C 2.43344 4.24467 0.36065 0.0 0.2 -0.2 -0.57
H 1.39057 4.04459 0.60552 -0.1 0.0 0.1 0.26
H 2.85011 4.92897 1.10569 -0.1 0.1 0.0 0.37
H 2.05327 5.88734 -1.01289 -0.1 -0.1 0.0 0.38
H 2.00826 4.27433 -1.77150 0.0 0.1 0.0 0.31
H 5.60748 4.15650 -1.69605 0.0 -0.1 0.0 0.37
H 4.16705 3.20957 -2.16367 0.1 0.0 0.0 0.29
H 5.02249 3.92167 0.69313 0.1 0.0 -0.1 0.36
H 3.27065 1.11904 -0.43565 0.0 0.0 0.0 0.53
H 1.94825 2.12193 -1.05647 0.1 -0.1 0.0 0.13
C -1.89746 3.90044 -1.04805 -0.3 0.3 -0.2 -0.65
C -2.99754 4.42126 -1.65140 0.3 -0.3 0.2 -0.60
H -3.14513 5.48962 -1.69716 0.0 0.1 0.0 0.46
H -1.13801 4.51908 -0.59901 0.1 0.0 0.1 0.45
H -4.42547 1.48631 -2.57137 0.0 0.0 0.0 0.45
H -5.76176 4.71497 -2.17618 -0.1 0.0 0.0 0.34
H -4.89226 4.79824 -3.70361 -0.1 0.0 -0.1 0.35
H -5.81077 3.34331 -3.29181 -0.1 0.0 -0.1 0.36
```
Forces are in eV/Å.

=====

3.
Below is a structure of composition C27H30N9O3S2Se2Ti in a non-equilibrium geometry, with properties calculated with ωB97M-V with the def2-TZVPD basis set.

As for the LUMO energy (spin up / spin down): 1.474 / 1.468 eV. As for the spin multiplicity: 3. The HOMO-LUMO gap (spin up / spin down) is 5.1 / 5.1 eV. As for the relative energy (zero: lowest compared OMol25 entry of this formula, charge and spin): 17.3 kcal per mole. For the strongest force on any atom, the calculation gives 2.15 eV/Å. The expectation value of S² is 2.026. The charge is -1.

Structure (XYZ):
```
74
Properties=species:S:1:pos:R:3:forces:R:3:mulliken_spin:R:1
Ti 0.01776 -0.33269 -0.62960 -0.7 -0.2 1.3 1.17
N 3.57332 -0.98031 1.84846 -0.2 0.3 -0.6 0.01
C 2.80534 -0.53574 0.81908 -0.2 -1.0 0.5 -0.01
N 1.66612 -1.09289 0.50409 0.7 0.3 0.6 -0.07
C 1.24134 -2.23937 1.17428 -0.7 -0.7 -0.5 0.07
N 0.22228 -2.89112 0.69941 0.5 -0.4 0.8 -0.06
N -0.33655 -2.23631 -0.34747 -0.1 -0.7 -0.1 0.11
C -1.21600 -2.83716 -1.14467 0.0 -0.5 0.1 0.26
C -1.55764 -2.08618 -2.28911 -0.1 0.1 -0.2 0.10
C -2.21806 -2.61596 -3.41513 -0.1 -0.1 0.1 0.03
C -2.24268 -1.89668 -4.57905 0.0 0.1 0.1 0.03
C -1.66249 -0.62054 -4.60586 0.0 0.0 0.0 0.09
C -1.14712 -0.10715 -3.43954 -0.1 0.0 -0.2 0.02
N -1.06400 -0.80800 -2.29941 -0.5 -0.9 -0.9 0.05
C 2.02063 -2.74604 2.29033 0.2 0.1 0.3 0.00
C 1.66277 -3.88257 3.01025 0.1 0.0 0.0 0.02
C 2.44101 -4.31212 4.07099 -0.2 0.0 0.0 -0.01
C 3.57185 -3.59360 4.43830 0.1 0.1 0.0 0.02
C 3.94412 -2.46039 3.73325 0.1 0.0 0.1 -0.01
C 3.17950 -2.04357 2.65106 -0.3 -0.4 0.0 0.02
H 4.35078 -0.40996 2.13235 0.0 0.1 0.0 0.00
H 3.28463 0.13116 0.12532 -0.2 0.6 0.2 -0.01
H -1.54577 -3.85455 -0.97071 0.0 0.0 0.0 0.02
H -2.65211 -3.60531 -3.35001 0.0 0.0 0.0 0.00
H -2.70058 -2.30145 -5.47280 0.0 0.0 0.0 0.00
H -1.66651 -0.01724 -5.50014 -0.1 0.1 0.0 0.00
H -0.79013 0.91382 -3.41234 0.0 0.0 0.0 0.01
H 0.76989 -4.41081 2.70599 0.0 0.0 0.0 0.00
H 2.16010 -5.20024 4.62186 0.0 0.0 0.0 0.00
H 4.16916 -3.92054 5.27964 0.0 0.0 0.0 0.00
H 4.82649 -1.89911 4.01738 0.0 0.0 0.0 0.00
O -2.43854 1.32805 5.10959 -0.1 0.0 0.0 0.00
C -1.23529 0.77086 4.58077 0.3 0.0 0.0 0.00
C -0.57636 1.69254 3.54161 -0.2 -0.1 -0.1 0.00
C -0.51881 3.13762 4.09669 -0.1 -0.1 0.1 0.00
O -0.37407 4.15012 3.12239 -0.2 0.2 0.0 0.00
C 0.83911 1.15461 3.34711 0.1 -0.1 -0.3 -0.01
Se 2.05377 2.27258 2.27502 0.4 -0.1 -0.5 0.00
C -1.45264 1.67967 2.26949 0.1 -0.2 0.0 0.01
Se -1.63718 -0.03436 1.25814 0.2 0.4 0.6 -0.02
H -3.09591 0.63284 5.16654 0.0 0.0 -0.1 0.00
H -1.43513 -0.18029 4.07781 0.0 0.0 0.1 0.00
H -0.53586 0.58284 5.40625 0.0 0.1 0.0 0.00
H 0.31021 3.18388 4.81956 -0.1 0.0 0.0 0.00
H -1.44865 3.35328 4.62135 0.0 0.0 0.0 0.00
H 0.43302 3.94581 2.61770 0.1 -0.1 0.1 0.00
H 0.78595 0.17278 2.86994 0.0 -0.1 0.1 0.00
H 1.32457 1.05015 4.31977 -0.1 -0.1 0.0 0.00
H -1.11173 2.43663 1.57756 0.0 0.1 0.0 0.00
H -2.47145 1.91238 2.57864 0.0 0.2 -0.1 0.00
N 3.14782 0.98490 -2.91888 -0.4 0.2 0.3 0.02
C 3.51787 -0.31929 -3.16824 0.1 0.1 -0.1 -0.01
C 2.57638 -1.09963 -2.57917 0.0 -0.2 0.0 0.01
N 1.62331 -0.31629 -1.99048 1.1 1.4 -0.7 -0.01
C 1.99184 0.94980 -2.19771 0.7 -1.0 -0.4 0.04
C 1.16554 1.98536 -1.69711 -0.9 1.0 0.2 0.11
N 0.01995 1.64247 -1.09187 0.9 1.8 -0.8 -0.08
C -0.68515 2.79932 -0.92199 -0.2 0.1 0.1 0.05
C 0.04593 3.84934 -1.37833 0.1 0.1 0.0 -0.01
N 1.21521 3.33020 -1.87647 0.1 -0.4 0.0 0.03
H 3.60859 1.81370 -3.24635 0.1 0.0 0.0 0.00
H 4.39931 -0.56068 -3.73399 0.0 0.0 0.0 0.00
H 2.51658 -2.17407 -2.53962 0.0 0.0 0.0 0.00
H -1.69186 2.79342 -0.54797 0.0 0.0 0.1 0.00
H -0.16081 4.90345 -1.39549 0.0 0.0 0.0 0.00
H 2.00357 3.85823 -2.20030 0.0 0.1 -0.1 0.00
C -5.36535 0.35860 -5.32632 0.1 0.1 0.0 0.00
O -4.92778 0.47478 -3.98302 0.0 0.0 -0.1 0.00
C -4.03371 1.45110 -3.65877 0.1 0.1 0.3 0.00
S -3.43397 2.49683 -4.83300 0.1 0.1 -0.4 0.01
S -3.60767 1.47020 -2.03940 -0.2 -0.2 0.1 0.00
H -6.06985 -0.47328 -5.34224 0.0 0.0 0.1 0.00
H -4.52553 0.15640 -5.99439 0.0 0.0 0.0 0.00
H -5.85268 1.27582 -5.66100 0.0 0.0 0.0 0.00
```
Forces are in eV/Å.

=====

4.
Below is a structure of composition C27H30NOW in a non-equilibrium geometry, with properties calculated with ωB97M-V with the def2-TZVPD basis set.

As for the LUMO energy (spin up / spin down): 2.733 / 2.701 eV. As for the spin multiplicity: 3. The HOMO-LUMO gap (spin up / spin down) is 5.8 / 5.6 eV. For the strongest force on any atom, the calculation gives 5.77 eV/Å. The expectation value of S² is 2.011. The charge is -1.

Structure (XYZ):
```
60
Properties=species:S:1:pos:R:3:forces:R:3:mulliken_spin:R:1
W 0.05518 1.26629 0.43943 5.2 -1.2 -1.4 0.76
C 2.43058 1.24681 1.29888 -0.5 1.2 -1.4 0.02
C 2.61462 0.30771 0.22632 -1.2 2.8 -2.0 -0.01
C 2.19832 0.96009 -1.02485 0.9 0.8 3.1 0.09
H 3.06509 -0.65649 0.26951 -0.1 -0.5 0.1 0.00
C 1.76988 2.31548 -0.69558 1.2 -1.8 0.8 -0.02
C 1.91489 2.49615 0.75187 1.1 -1.2 -0.8 -0.05
H 1.80361 3.42788 1.27286 0.0 0.1 0.2 0.00
H 2.72848 1.09493 2.32310 -0.3 -0.1 0.1 0.00
H 2.31361 0.55646 -2.00181 -0.3 -0.3 -0.3 0.00
H 1.55085 3.07405 -1.41723 -0.2 0.2 -0.1 0.00
C -2.07404 1.24902 0.85113 -2.6 -0.3 -0.4 -0.01
C -1.51609 2.49832 1.20406 -1.3 1.2 3.1 0.01
C -1.02013 3.11625 0.02312 -0.1 0.4 0.2 -0.06
H -1.57764 2.97596 2.20921 0.0 -0.6 -1.0 0.01
C -1.24411 2.20118 -1.03380 0.1 0.5 -3.5 -0.07
C -1.87588 1.03734 -0.54592 -2.5 -0.3 0.3 0.24
H -2.24722 0.20080 -1.14045 0.6 0.3 0.3 0.01
H -2.67477 0.59390 1.51652 1.0 0.5 -0.4 0.00
H -0.60804 4.11624 -0.05262 0.1 -0.3 0.1 0.00
H -1.07111 2.41214 -2.14210 0.0 -0.6 1.9 0.00
O 0.04504 -0.54330 -1.83615 0.7 -1.5 -2.9 0.09
C -0.07316 0.43132 -4.70593 1.7 -4.4 3.3 0.80
C 0.61010 -1.06352 -4.42149 -1.2 3.0 0.6 0.02
C 0.78180 1.56842 -4.31176 0.2 0.0 -1.0 -0.04
C -1.54311 0.41630 -4.54024 0.0 -0.1 -0.6 -0.01
C 0.62815 -1.50455 -2.90724 -1.7 1.9 3.0 0.04
H 1.61589 -1.00745 -4.79957 0.5 -0.1 -0.3 0.00
H 0.03204 -1.74967 -5.00171 -0.3 -0.7 -0.5 0.01
H 0.03910 -2.43344 -2.74404 0.4 0.3 -0.5 0.00
H 1.64563 -1.69743 -2.55140 0.3 -0.2 -0.4 -0.01
H 0.81376 2.02061 -5.28901 0.7 1.4 -0.5 0.06
H 1.81245 1.33569 -4.02346 -0.3 -0.3 -0.1 0.01
H 0.38797 2.28137 -3.61196 -0.4 0.2 0.4 0.01
H -1.79742 0.41872 -5.58583 -1.3 0.1 -0.7 0.05
H -1.94851 1.29765 -4.07697 -0.2 0.6 0.2 0.01
H -2.03164 -0.45714 -4.07718 0.7 0.2 0.0 0.01
C -0.41682 0.04955 5.90040 -0.3 0.0 1.2 0.00
C -0.00934 1.14620 5.15053 0.2 0.3 -0.1 0.00
C 0.19622 1.03456 3.78423 0.1 -0.1 -0.3 0.00
C -0.04006 -0.20701 3.12703 -0.2 -0.3 -0.9 0.01
C -0.39451 -1.31991 3.91676 -0.1 -0.2 0.3 0.00
C -0.60524 -1.18278 5.28672 0.1 -0.2 -0.3 0.00
N 0.01165 -0.32368 1.73390 -0.2 -0.2 0.5 -0.06
C -0.20163 -1.60927 1.14171 -0.1 -0.5 0.7 0.02
C 0.89502 -2.47035 0.91680 -0.7 0.4 0.3 0.01
C 0.67119 -3.80223 0.59456 0.4 0.0 -0.1 0.00
C -0.62417 -4.29696 0.49817 -0.5 -0.5 -0.2 0.01
C -1.72084 -3.44398 0.65339 0.4 0.5 -0.1 0.00
C -1.51113 -2.09115 0.93592 0.6 -0.3 0.1 0.01
H -0.58652 0.15789 6.98781 0.1 -0.1 -0.7 0.00
H 0.15789 2.12622 5.62666 -0.1 -0.6 -0.2 0.00
H 0.53847 1.90415 3.20766 -0.3 -0.5 0.2 -0.01
H -0.54209 -2.29256 3.43360 0.0 0.5 0.3 0.00
H -0.92252 -2.06221 5.86152 0.2 0.4 -0.2 0.00
H 1.90109 -2.07006 1.04672 -0.4 -0.3 0.0 0.00
H 1.53477 -4.46178 0.42770 -0.5 0.2 0.1 0.00
H -0.79606 -5.36509 0.29363 0.1 0.6 0.1 0.00
H -2.73992 -3.81263 0.55736 0.2 0.0 0.0 0.00
H -2.34961 -1.41101 1.06951 0.2 -0.2 0.0 0.00
```
Forces are in eV/Å.